Density functional theory data (ωB97M-V/def2-TZVPD) for the molecule C2HF6NOS in a non-equilibrium geometry.

Summary:
- Calculated total energy: -1204.08937 Ha
- Spin multiplicity: 1
- SMILES: N=S(=O)(C(F)(F)F)C(F)(F)F
- Kohn-Sham gap: 0.406 hartree
- LUMO: 0.019 Ha

Geometry (Å):
N: -1.55 1.26 0.28
S: -0.84 -0.05 -0.10
O: -1.66 -1.24 -0.63
C: 0.31 -0.79 1.44
F: -0.21 -1.89 1.90
F: 0.45 0.16 2.34
F: 1.52 -1.12 0.94
C: 0.57 0.31 -1.43
F: 0.99 -0.88 -1.72
F: 0.00 0.96 -2.43
F: 1.49 1.13 -0.99
H: -1.06 2.13 0.41

***

Density functional theory data (ωB97M-V/def2-TZVPD) for a cluster of 2 separate species, C2HFIN in total in a non-equilibrium geometry.

Summary:
- Calculated total energy: -528.94797 Ha
- Spin multiplicity: 1
- Energy relative to the best compared isomer or geometry (same formula, charge and spin): 355.90 kJ/mol
- Kohn-Sham gap (spin up / spin down): 0.284 / 0.284 hartree
- LUMO (spin up / spin down): -0.099 / -0.099 Ha

Geometry (Å):
C: -1.69 -0.28 0.22
C: 0.78 0.23 -0.32
N: -2.74 -0.69 0.43
F: 1.03 -0.95 -0.88
I: 1.69 0.55 1.52
H: 0.92 1.13 -0.97

***

Density functional theory data (ωB97M-V/def2-TZVPD) for a cluster of 2 separate species, C2HFIN3 in total in a non-equilibrium geometry.

Summary:
- Calculated total energy: -638.46250 Ha
- Spin multiplicity: 1
- Energy relative to the best compared isomer or geometry (same formula, charge and spin): 27.87 kJ/mol
- Kohn-Sham gap (spin up / spin down): 0.293 / 0.293 hartree
- LUMO (spin up / spin down): -0.019 / -0.019 Ha

Geometry (Å):
C: 0.35 1.81 -0.20
C: -1.04 -0.86 0.55
N: 1.28 1.26 -0.55
N: 0.03 -1.26 0.24
N: 1.19 -1.56 0.38
F: -0.53 2.59 0.24
I: -2.93 -0.75 -0.20
H: 1.66 -1.23 -0.46

***

Density functional theory data (ωB97M-V/def2-TZVPD) for a cluster of 2 separate species, C2HFO2 in total in a non-equilibrium geometry.

Summary:
- Calculated total energy: -326.99864 Ha
- Spin multiplicity: 1
- Energy relative to the best compared isomer or geometry (same formula, charge and spin): 383.67 kJ/mol
- Kohn-Sham gap: 0.378 hartree
- LUMO: -0.025 Ha

Geometry (Å):
C: -0.78 0.56 -0.01
C: 0.34 -0.31 0.09
O: -1.56 1.28 0.51
O: -0.45 0.02 -1.16
F: 0.40 -1.61 0.41
H: 2.04 0.06 0.17

***

Density functional theory data (ωB97M-V/def2-TZVPD) for a structure of composition C2HFO2Pt in a non-equilibrium geometry.

Summary:
- Net charge: +1
- Calculated total energy: -445.90593 Ha
- Spin multiplicity: 4
- Energy relative to the best compared isomer or geometry (same formula, charge and spin): 116.82 kJ/mol
- Expectation value of S²: 3.76
- Kohn-Sham gap (spin up / spin down): 0.260 / 0.255 hartree
- LUMO (spin up / spin down): -0.258 / -0.360 Ha

Geometry (Å):
C: -0.28 -0.82 -1.27
C: -1.29 -1.05 -0.31
O: -2.11 -1.83 0.03
O: 0.71 -0.05 -0.89
Pt: -0.10 -2.06 -2.66
H: 0.37 0.39 0.40
F: -0.67 0.08 1.11

***

Density functional theory data (ωB97M-V/def2-TZVPD) for a structure of composition C2HFO2Tb in a non-equilibrium geometry.

Summary:
- Net charge: +1
- Calculated total energy: -1151.17622 Ha
- Spin multiplicity: 7
- Energy relative to the best compared isomer or geometry (same formula, charge and spin): 52.29 kJ/mol
- Expectation value of S²: 12.88
- Kohn-Sham gap (spin up / spin down): 0.292 / 0.277 hartree
- LUMO (spin up / spin down): -0.224 / -0.202 Ha

Geometry (Å):
C: 0.89 -0.29 0.68
C: 1.58 -0.97 -0.22
O: 2.22 -1.56 -0.98
Tb: -2.37 0.73 -0.25
F: -0.49 -0.42 0.68
H: 1.32 0.33 1.46
O: -3.15 2.19 -1.37

***

Density functional theory data (ωB97M-V/def2-TZVPD) for a structure of composition C2HFO2Tl in a non-equilibrium geometry.

Summary:
- Net charge: +1
- Calculated total energy: -499.33337 Ha
- Spin multiplicity: 1
- Energy relative to the best compared isomer or geometry (same formula, charge and spin): 0.00 kJ/mol
- Kohn-Sham gap: 0.370 hartree
- LUMO: -0.189 Ha

Geometry (Å):
O: -1.85 1.03 -0.40
C: 0.56 0.59 0.31
C: -0.86 0.54 0.01
O: -0.20 -0.63 -0.11
Tl: -0.03 -3.06 -0.53
F: 1.42 0.99 -0.60
H: 0.97 0.54 1.32

***

Density functional theory data (ωB97M-V/def2-TZVPD) for a cluster of 2 separate species, C2HFO3 in total in a non-equilibrium geometry.

Summary:
- Calculated total energy: -402.41572 Ha
- Spin multiplicity: 1
- Energy relative to the best compared isomer or geometry (same formula, charge and spin): 43.09 kJ/mol
- SMILES: O=C=O.O=CF
- Kohn-Sham gap: 0.453 hartree
- LUMO: 0.019 Ha

Geometry (Å):
O: 2.64 -0.74 0.36
C: 1.77 -0.27 -0.20
O: 0.83 0.15 -0.69
O: -1.54 -1.02 0.00
C: -1.33 0.11 0.06
F: -1.01 0.75 1.20
H: -1.36 1.02 -0.73

***

Density functional theory data (ωB97M-V/def2-TZVPD) for a structure of composition C2HFOSr in a non-equilibrium geometry.

Summary:
- Calculated total energy: -282.51831 Ha
- Spin multiplicity: 1
- Energy relative to the best compared isomer or geometry (same formula, charge and spin): 0.00 kJ/mol
- Kohn-Sham gap: 0.197 hartree
- LUMO: -0.042 Ha

Geometry (Å):
H: -0.37 -1.61 -0.01
O: 1.39 -0.58 -0.11
C: -0.60 0.57 0.20
C: 0.07 -0.61 0.17
Sr: 1.48 1.64 -0.13
F: -1.97 0.58 -0.13

***

Density functional theory data (ωB97M-V/def2-TZVPD) for a structure of composition C2HFOSr in a non-equilibrium geometry.

Summary:
- Calculated total energy: -282.39591 Ha
- Spin multiplicity: 1
- Energy relative to the best compared isomer or geometry (same formula, charge and spin): 321.36 kJ/mol
- Kohn-Sham gap: 0.206 hartree
- LUMO: -0.040 Ha

Geometry (Å):
H: 0.79 -1.40 0.44
O: 1.32 -0.27 -0.14
C: -0.02 -0.66 -0.33
C: -0.85 0.37 -0.07
F: -2.15 0.08 0.33
Sr: 0.90 1.90 -0.24